Arrangement 1

Entry from OMol25: C5H11NS2 as an isolated structure (the ωB97M-V functional and the def2-TZVPD basis).

Structure (XYZ):
```
19
C5H11NS2 | OMol25 | the ωB97M-V functional and the def2-TZVPD basis
C -2.59 -1.66 -0.23
C -1.23 -1.11 -0.71
C -1.05 -0.96 -2.21
C 0.76 0.60 0.72
C 1.72 -0.51 0.42
H -3.36 -0.90 -0.33
H -2.89 -2.56 -0.75
H -2.55 -1.93 0.80
H -0.45 -1.84 -0.39
H -1.74 -0.21 -2.63
H -1.21 -1.90 -2.72
H -0.01 -0.66 -2.43
H 1.18 -1.43 0.67
H 2.61 -0.42 1.07
H 2.60 -1.42 -1.15
H 2.62 0.15 -1.25
N 2.04 -0.61 -0.97
S -0.88 0.51 0.15
S 1.08 1.93 1.60
```

Highest occupied orbital energy in eV: -8.524
Spin multiplicity: 1
Orbital gap in eV: 8.5



Arrangement 2

Entry from OMol25: C5H11NS2 in the gas phase (the ωB97M-V functional and the def2-TZVPD basis).

Structure (XYZ):
```
19
C5H11NS2 | OMol25 | the ωB97M-V functional and the def2-TZVPD basis
C 1.10 -1.47 1.64
S -0.51 -0.72 1.30
C -0.14 0.18 -0.19
S 0.31 -0.77 -1.64
C -1.29 -1.49 -2.04
C -0.93 1.46 -0.38
C 0.52 1.57 -0.07
N 0.94 2.15 1.16
H 1.46 -2.04 0.79
H 0.99 -2.14 2.50
H 1.85 -0.68 1.86
H -2.01 -0.72 -2.27
H -1.63 -2.13 -1.21
H -1.16 -2.12 -2.90
H -1.24 1.68 -1.40
H -1.66 1.72 0.41
H 1.18 1.83 -0.89
H 0.33 1.85 1.92
H 1.90 1.83 1.41
```

Highest occupied orbital energy in eV: -8.517
Spin multiplicity: 1
Orbital gap in eV: 9.3



Which is the most stable structure? arrangement 1 is the most stable.



Arrangement 1

Entry from OMol25: C4H10 in the gas phase (the ωB97M-V functional and the def2-TZVPD basis).

Structure (XYZ):
```
14
C4H10 | OMol25 | the ωB97M-V functional and the def2-TZVPD basis
C 0.30 -0.11 1.42
C -0.20 -0.33 -0.01
C 0.99 -0.47 -0.96
C -1.16 0.78 -0.45
H 1.08 0.66 1.43
H -0.50 0.21 2.10
H 0.74 -1.02 1.84
H -0.76 -1.28 -0.07
H 0.66 -0.49 -2.01
H 1.52 -1.41 -0.77
H 1.70 0.36 -0.85
H -2.04 0.83 0.20
H -1.52 0.60 -1.47
H -0.67 1.76 -0.43
```

Highest occupied orbital energy in eV: -11.297
Spin multiplicity: 1
Orbital gap in eV: 12.5



Arrangement 2

Entry from OMol25: a 2-piece molecular cluster, C4H10 overall (the ωB97M-V functional and the def2-TZVPD basis).

Structure (XYZ):
```
14
C4H10 | OMol25 | the ωB97M-V functional and the def2-TZVPD basis
C -1.04 -1.17 -0.47
C 0.26 0.16 0.57
C -0.30 1.44 0.00
C 1.62 -0.19 0.31
H -1.11 -0.90 -1.53
H -0.86 -2.24 -0.35
H -1.97 -0.90 0.04
H -0.15 -0.15 1.52
H 0.12 2.27 0.58
H -1.39 1.48 0.05
H 0.01 1.56 -1.04
H 2.15 -0.83 1.00
H 2.15 0.30 -0.50
H 0.45 -0.86 -0.21
```

Highest occupied orbital energy in eV: -6.903
Spin multiplicity: 1
Orbital gap in eV: 8.0



Arrangement 3

Entry from OMol25: a 3-piece molecular cluster, C4H10 overall (the ωB97M-V functional and the def2-TZVPD basis).

Structure (XYZ):
```
14
C4H10 | OMol25 | the ωB97M-V functional and the def2-TZVPD basis
C 1.85 0.33 0.35
C 1.12 -0.66 -0.46
C 0.04 -0.44 -1.22
C -2.12 0.29 0.94
H 2.71 0.03 0.97
H 1.23 1.12 0.80
H 1.44 -1.71 -0.29
H -1.08 0.18 1.27
H -0.19 -1.20 -1.96
H 2.53 0.48 -1.18
H -0.20 0.62 -1.35
H -1.92 0.74 -0.04
H -2.82 0.90 1.50
H -2.58 -0.67 0.68
```

Highest occupied orbital energy in eV: -8.485
Spin multiplicity: 1
Orbital gap in eV: 8.9



Which is the most stable structure? arrangement 1 is the most stable.



Arrangement 1

Entry from OMol25: a 2-piece molecular cluster, C3H10NO3 overall (the ωB97M-V functional and the def2-TZVPD basis).

Structure (XYZ):
```
17
C3H10NO3 | OMol25 | the ωB97M-V functional and the def2-TZVPD basis
O -1.00 -2.05 0.05
C -0.27 -1.34 -0.57
O -0.25 -1.12 -1.88
C 0.87 -0.60 0.08
C 0.86 0.91 -0.10
N 0.75 -0.97 1.54
H -0.98 -1.56 -2.35
H 1.77 -1.06 -0.27
H 0.46 1.17 -1.08
H 0.28 1.43 0.65
H 1.90 1.27 -0.14
H -0.24 -1.12 1.77
H 1.11 -0.22 2.11
H 1.25 -1.84 1.71
H -0.66 5.00 0.34
H -0.80 4.00 1.49
O -0.75 4.06 0.53
```

Highest occupied orbital energy in eV: -14.476
Spin multiplicity: 1
Orbital gap in eV: 10.9
Net charge: +1



Arrangement 2

Entry from OMol25: a 2-piece molecular cluster, C3H10NO3 overall (the ωB97M-V functional and the def2-TZVPD basis).

Structure (XYZ):
```
17
C3H10NO3 | OMol25 | the ωB97M-V functional and the def2-TZVPD basis
O 0.33 -2.83 -0.99
C 0.74 -1.56 -0.89
C 0.16 -0.96 0.37
N 0.24 0.52 0.30
C 0.63 1.12 1.61
O 1.47 -1.01 -1.65
H 0.55 -3.21 -1.85
H 0.72 -1.34 1.22
H -0.87 -1.26 0.49
H 0.96 0.76 -0.39
H -0.65 0.95 -0.05
H 0.26 2.15 1.66
H 1.69 1.16 1.78
H 0.12 0.62 2.42
H -1.94 2.39 -1.26
H -2.40 1.03 -1.77
O -1.99 1.46 -1.01
```

Highest occupied orbital energy in eV: -15.349
Spin multiplicity: 1
Orbital gap in eV: 12.2
Net charge: +1



Which is the most stable structure? arrangement 2 is the most stable.



Arrangement 1

Entry from OMol25: CHCl2F2P in the gas phase (the ωB97M-V functional and the def2-TZVPD basis).

Structure (XYZ):
```
7
CHCl2F2P | OMol25 | the ωB97M-V functional and the def2-TZVPD basis
F 1.57 0.97 1.11
P 1.24 -0.39 -0.01
F 1.36 0.52 -1.33
C -0.62 -0.16 -0.01
Cl -1.23 -0.58 1.66
Cl -1.27 -1.17 -1.30
H -1.04 0.81 -0.12
```

Highest occupied orbital energy in eV: -11.040
Spin multiplicity: 1
Orbital gap in eV: 11.2



Arrangement 2

Entry from OMol25: CHCl2F2P in the gas phase (the ωB97M-V functional and the def2-TZVPD basis).

Structure (XYZ):
```
7
CHCl2F2P | OMol25 | the ωB97M-V functional and the def2-TZVPD basis
F 1.49 -0.68 -1.16
P 1.20 0.42 -0.02
F 1.51 -0.60 1.18
C -0.65 0.11 0.00
Cl -1.33 0.82 -1.48
Cl -1.31 0.88 1.45
H -0.90 -0.96 0.02
```

Highest occupied orbital energy in eV: -10.633
Spin multiplicity: 1
Orbital gap in eV: 11.3



Which is the most stable structure? arrangement 2 is the most stable.



Arrangement 1

Entry from OMol25: a 2-piece molecular cluster, C2F2O4S overall (the ωB97M-V functional and the def2-TZVPD basis).

Structure (XYZ):
```
9
C2F2O4S | OMol25 | the ωB97M-V functional and the def2-TZVPD basis
C -1.33 0.95 -0.47
C -1.28 -0.40 -0.11
O -2.53 0.42 -0.23
O 1.79 -0.28 1.14
O 3.39 -0.20 -0.60
O -0.83 1.98 -0.76
F -1.11 -1.46 -0.88
F -1.21 -0.88 1.15
S 3.12 -0.14 0.77
```

Highest occupied orbital energy in eV: -11.587
Spin multiplicity: 1
Orbital gap in eV: 10.6



Arrangement 2

Entry from OMol25: a 2-piece molecular cluster, C2F2O4S overall (the ωB97M-V functional and the def2-TZVPD basis).

Structure (XYZ):
```
9
C2F2O4S | OMol25 | the ωB97M-V functional and the def2-TZVPD basis
C 0.64 -0.71 0.04
C -0.07 -1.99 -0.22
O 0.89 -1.39 -1.05
O -0.64 2.39 -0.76
O -0.72 3.65 1.34
O 0.79 0.26 0.63
F 0.39 -3.17 0.30
F -1.31 -2.21 -0.53
S 0.03 3.19 0.27
```

Highest occupied orbital energy in eV: -11.235
Spin multiplicity: 1
Orbital gap in eV: 10.3



Which is the most stable structure? arrangement 1 is the most stable.



Arrangement 1

Entry from OMol25: C19H22N4O2 in the gas phase (the ωB97M-V functional and the def2-TZVPD basis).

Structure (XYZ):
```
47
C19H22N4O2 | OMol25 | the ωB97M-V functional and the def2-TZVPD basis
C 0.50 3.00 1.65
C -0.37 1.80 2.09
N 0.40 0.79 2.79
C 0.56 -0.45 2.30
N 0.70 -1.40 3.16
C 0.84 -2.62 2.68
C 0.86 -2.88 1.31
C 1.04 -4.20 0.83
N 1.12 -5.31 0.50
C 0.66 -1.79 0.46
O 0.61 -2.00 -0.90
C 0.76 -0.78 -1.68
C 1.26 -1.10 -3.08
C 0.25 -1.97 -3.88
C 0.85 -2.24 -5.26
C 1.36 -0.97 -5.92
C 2.12 -0.02 -5.03
O 1.43 0.16 -3.78
N 0.47 -0.59 1.00
C -1.53 2.16 3.08
C -1.44 3.21 4.01
C -2.46 3.42 4.93
C -3.63 2.68 4.89
C -3.73 1.64 4.00
C -2.71 1.39 3.07
H 1.16 2.69 0.82
H 1.07 3.40 2.50
H -0.14 3.76 1.22
H -0.85 1.43 1.18
H 0.21 0.72 3.79
H 0.90 -3.39 3.44
H 1.51 -0.09 -1.28
H -0.21 -0.25 -1.69
H 2.23 -1.61 -3.06
H -0.67 -1.42 -3.96
H 0.11 -2.94 -3.39
H 1.71 -2.96 -5.16
H 0.11 -2.75 -5.87
H 1.96 -1.23 -6.79
H 0.45 -0.47 -6.30
H 3.10 -0.40 -4.79
H 2.22 0.95 -5.57
H -0.54 3.85 4.08
H -2.38 4.27 5.60
H -4.41 2.90 5.63
H -4.60 1.00 4.02
H -2.85 0.60 2.37
```

Highest occupied orbital energy in eV: -8.872
Spin multiplicity: 1
Orbital gap in eV: 9.4



Arrangement 2

Entry from OMol25: C19H22N4O2 in the gas phase (the ωB97M-V functional and the def2-TZVPD basis).

Structure (XYZ):
```
47
C19H22N4O2 | OMol25 | the ωB97M-V functional and the def2-TZVPD basis
C -4.01 -0.88 1.24
O -2.68 -1.27 1.46
C -1.89 -0.33 2.16
C -1.49 0.91 1.35
N -0.43 0.77 0.36
C -0.59 1.56 -0.84
C -1.60 0.96 -1.83
O -2.91 1.24 -1.41
C -3.89 0.78 -2.30
C 0.41 -0.33 0.25
C 0.02 -1.64 0.20
C 0.94 -2.69 -0.01
C 0.42 -4.09 -0.07
C 2.27 -2.40 -0.22
C 3.23 -3.40 -0.49
N 3.98 -4.24 -0.70
C 2.70 -1.05 -0.15
N 3.91 -0.58 -0.28
C 3.82 0.76 -0.05
C 4.82 1.73 -0.03
C 4.47 3.02 0.29
C 3.15 3.36 0.59
C 2.14 2.43 0.57
C 2.47 1.13 0.23
N 1.75 -0.05 0.13
H -4.50 -0.61 2.18
H -4.08 -0.03 0.54
H -4.51 -1.74 0.80
H -1.01 -0.87 2.49
H -2.44 0.02 3.04
H -1.16 1.66 2.09
H -2.37 1.30 0.85
H -0.92 2.56 -0.57
H 0.38 1.64 -1.34
H -1.43 1.40 -2.83
H -1.45 -0.13 -1.90
H -4.85 1.07 -1.90
H -3.76 1.22 -3.30
H -3.85 -0.32 -2.40
H -1.02 -1.88 0.29
H -0.21 -4.22 -0.95
H 1.24 -4.81 -0.12
H -0.19 -4.30 0.81
H 5.84 1.45 -0.25
H 5.23 3.79 0.31
H 2.92 4.38 0.86
H 1.13 2.70 0.83
```

Highest occupied orbital energy in eV: -7.761
Spin multiplicity: 1
Orbital gap in eV: 7.7



Which is the most stable structure? arrangement 1 is the most stable.